No. 1
{
  "formula": "C5H7NO",
  "method": "ωB97M-V with the def2-TZVPD basis set",
  "e_above_lowest_kcal_mol": 139.5,
  "gap_ha": 0.3472,
  "e_lumo_ha": 0.02234,
  "homo_energy_ev": -8.841,
  "species": ["O", "C", "C", "C", "N", "C", "C", "H", "H", "H", "H", "H", "H", "H"],
  "positions_angstrom": [[1.65816, 0.22930, -0.56492], [1.68322, 1.27577, -1.35126], [0.36698, -0.06122, -0.03302], [-0.84413, -0.61937, -0.76494], [-1.31406, -0.48015, 0.67751], [-0.61000, 0.87228, 0.66317], [0.03996, -1.06235, 1.06364], [2.75922, 1.30373, -1.65779], [-1.36884, 0.03510, -1.46470], [-0.81023, -1.65535, -1.11285], [-1.11746, 1.62992, 0.06394], [-0.34953, 1.23744, 1.66037], [0.34009, -0.82444, 2.08765], [0.13600, -2.12876, 0.84243]],
  "nbo_charge": [-0.47, 0.09, 0.19, -0.25, -0.33, -0.25, -0.25, 0.07, 0.21, 0.20, 0.21, 0.20, 0.20, 0.20]
}

---

No. 2
{
  "formula": "C46H46BrN3O3PZr",
  "method": "ωB97M-V with the def2-TZVPD basis set",
  "e_above_lowest_kcal_mol": 0.2,
  "gap_ha": 0.2842,
  "e_lumo_ha": -0.10113,
  "total_charge": 1,
  "homo_energy_ev": -10.485,
  "species": ["Zr", "O", "C", "O", "C", "P", "C", "C", "C", "C", "C", "C", "C", "C", "C", "C", "C", "C", "H", "H", "H", "H", "H", "H", "H", "H", "H", "H", "H", "H", "C", "C", "C", "C", "N", "C", "C", "C", "C", "C", "C", "C", "H", "H", "H", "H", "H", "H", "H", "H", "C", "C", "C", "C", "C", "C", "C", "Br", "C", "O", "C", "C", "C", "C", "C", "C", "H", "H", "H", "H", "H", "H", "H", "H", "H", "H", "H", "H", "H", "H", "H", "H", "H", "H", "H", "H", "N", "C", "N", "C", "C", "C", "C", "C", "C", "H", "H", "H", "H", "H", "H"],
  "positions_angstrom": [[0.39904, 0.44747, 0.34360], [-0.73596, -0.61865, 2.09852], [-1.43865, 0.42590, 2.10991], [-0.87336, 1.53306, 1.80057], [-2.92272, 0.36874, 2.04748], [-3.01124, 0.37017, 0.17524], [-3.18145, 2.10499, -0.34225], [-3.43526, 3.18213, 0.50087], [-3.46392, 4.47274, -0.00754], [-3.24448, 4.69827, -1.35979], [-2.99428, 3.62897, -2.20850], [-2.95480, 2.34231, -1.69743], [-4.62713, -0.39936, -0.15022], [-4.74336, -1.77790, 0.02307], [-5.94863, -2.41425, -0.22398], [-7.04331, -1.68209, -0.66251], [-6.93187, -0.31184, -0.84889], [-5.72902, 0.32975, -0.59204], [-3.41362, 1.19409, 2.55792], [-3.31131, -0.58531, 2.39734], [-3.59983, 3.02762, 1.55899], [-3.65755, 5.30514, 0.65589], [-3.26402, 5.70721, -1.75050], [-2.80693, 3.79473, -3.26232], [-2.73327, 1.50779, -2.35360], [-3.88715, -2.35784, 0.35301], [-6.03243, -3.48345, -0.08155], [-7.98230, -2.18101, -0.86118], [-7.78397, 0.26085, -1.18977], [-5.64673, 1.39997, -0.73095], [4.80450, 0.40536, -0.84734], [5.17801, -0.82822, -0.32022], [4.20818, -1.74138, 0.05071], [2.86665, -1.40866, -0.11176], [2.52140, -0.16798, -0.51022], [3.45753, 0.70073, -0.89904], [1.72950, -2.33518, 0.05164], [1.92405, -3.70639, 0.22646], [0.83268, -4.55559, 0.18582], [-0.44093, -4.04063, -0.01926], [-0.63455, -2.67063, -0.12098], [0.44021, -1.78468, -0.08171], [5.53764, 1.11826, -1.19455], [6.22556, -1.07940, -0.21947], [4.48879, -2.70932, 0.43639], [3.09866, 1.65850, -1.26569], [2.91390, -4.12203, 0.36012], [0.97221, -5.62216, 0.30093], [-1.28715, -4.71366, -0.07948], [-1.64239, -2.28396, -0.22812], [-0.69040, 6.30724, -4.99663], [0.40698, 5.28520, -5.32772], [1.78181, 5.95944, -5.22515], [0.20889, 4.81510, -6.76956], [0.32828, 4.13215, -4.33026], [0.51641, 4.38856, -2.97496], [0.42113, 3.35287, -2.07990], [0.59592, 3.68334, -0.21386], [0.13790, 2.03241, -2.44933], [0.04440, 1.11986, -1.47350], [-0.06076, 1.75160, -3.80654], [0.05307, 2.82356, -4.69866], [-0.40666, 0.37788, -4.39917], [0.70614, -0.02493, -5.38076], [-1.73848, 0.48767, -5.16125], [-0.55430, -0.75955, -3.38382], [-0.64305, 7.14848, -5.68972], [-0.58227, 6.70083, -3.98489], [-1.67957, 5.85282, -5.08051], [1.85125, 6.77928, -5.94143], [2.57904, 5.24711, -5.44353], [1.95730, 6.37238, -4.23107], [0.28241, 5.66943, -7.44278], [-0.77461, 4.36508, -6.91618], [0.97214, 4.09315, -7.06544], [0.72016, 5.38925, -2.61887], [-0.09397, 2.60936, -5.74652], [0.82450, 0.69862, -6.18739], [0.47250, -0.99147, -5.82977], [1.66136, -0.11393, -4.85969], [-1.69545, 1.22220, -5.96501], [-2.55060, 0.76973, -4.48800], [-1.99020, -0.47728, -5.60372], [0.36804, -0.94208, -2.83364], [-0.80684, -1.67300, -3.92543], [-1.34827, -0.56757, -2.66008], [3.28414, 2.47424, 3.06865], [2.76368, 2.07116, 1.89900], [1.99351, 1.01044, 2.02515], [2.02430, 0.68530, 3.38884], [1.47151, -0.38416, 4.09441], [1.72503, -0.44832, 5.44848], [2.51632, 0.50555, 6.10338], [3.09508, 1.54929, 5.41492], [2.83757, 1.61184, 4.05075], [3.90046, 3.26080, 3.18854], [2.95699, 2.59715, 0.97987], [0.86910, -1.12890, 3.59854], [1.30738, -1.26285, 6.02410], [2.68474, 0.41184, 7.16720], [3.72406, 2.27654, 5.90941]],
  "nbo_charge": [2.24, -0.70, 0.77, -0.77, -0.78, 0.91, -0.38, -0.19, -0.21, -0.19, -0.23, -0.14, -0.37, -0.20, -0.20, -0.19, -0.20, -0.14, 0.26, 0.27, 0.21, 0.22, 0.22, 0.22, 0.21, 0.21, 0.22, 0.22, 0.22, 0.22, -0.26, -0.12, -0.23, 0.24, -0.56, 0.05, -0.05, -0.20, -0.21, -0.21, -0.13, -0.52, 0.24, 0.23, 0.23, 0.22, 0.21, 0.22, 0.22, 0.20, -0.60, -0.06, -0.60, -0.61, -0.02, -0.24, -0.13, 0.15, 0.32, -0.90, -0.06, -0.15, -0.08, -0.59, -0.59, -0.59, 0.22, 0.20, 0.21, 0.22, 0.21, 0.20, 0.22, 0.21, 0.21, 0.23, 0.21, 0.21, 0.21, 0.21, 0.21, 0.20, 0.22, 0.22, 0.21, 0.21, -0.50, 0.26, -0.62, 0.15, -0.21, -0.21, -0.19, -0.22, 0.09, 0.44, 0.23, 0.25, 0.23, 0.23, 0.23]
}

---

No. 3
{
  "formula": "C18H43NO4",
  "method": "ωB97M-V with the def2-TZVPD basis set",
  "e_above_lowest_kcal_mol": 0.0,
  "gap_ha": [0.3614, 0.1929],
  "e_lumo_ha": [-0.07896, -0.24744],
  "total_charge": 1,
  "homo_energy_ev": [-11.983, -11.983],
  "s_squared": 0.75,
  "multiplicity": 2,
  "species": ["C", "C", "C", "C", "C", "C", "N", "O", "C", "C", "C", "H", "H", "H", "H", "H", "H", "H", "H", "H", "H", "H", "H", "H", "H", "H", "H", "H", "H", "H", "C", "C", "C", "O", "H", "H", "H", "H", "H", "H", "H", "H", "C", "C", "C", "O", "H", "H", "H", "H", "H", "H", "H", "H", "C", "C", "C", "O", "H", "H", "H", "H", "H", "H", "H", "H"],
  "positions_angstrom": [[12.56473, 0.48463, -12.80002], [11.69285, 1.73908, -13.09606], [10.95897, 1.36161, -14.38879], [9.61392, 0.57629, -14.21636], [8.73239, 1.24261, -13.18895], [9.41505, 1.36296, -11.81199], [10.80222, 2.00429, -11.98997], [11.41455, 2.23983, -10.77843], [8.52580, 2.29434, -10.88131], [9.52613, -0.00923, -11.11861], [12.55205, 2.96741, -13.38473], [13.03518, 0.50949, -11.81709], [13.25044, 0.17658, -13.58934], [11.97242, -0.42818, -12.73638], [10.66799, 2.27202, -14.91280], [11.49645, 0.67787, -15.04584], [9.66793, -0.44822, -13.84815], [9.01793, 0.51717, -15.12708], [7.76267, 0.74494, -13.18025], [8.50744, 2.24535, -13.55227], [8.90632, 2.36477, -9.86232], [8.50529, 3.28952, -11.32548], [7.49116, 1.95153, -10.89065], [8.56354, -0.51122, -11.02111], [10.15546, -0.62931, -11.75700], [9.95541, 0.06882, -10.11975], [13.09260, 3.38909, -12.53733], [11.92330, 3.82695, -13.61703], [13.15872, 2.74665, -14.26298], [11.26077, 3.18549, -10.71784], [12.70774, 7.16693, -8.75022], [11.54332, 6.19982, -8.86455], [10.88911, 5.90188, -10.26025], [12.10210, 5.01459, -8.43947], [13.27032, 7.07661, -7.82101], [12.14698, 8.09979, -8.69189], [13.32778, 7.19241, -9.64632], [10.76572, 6.54545, -8.18339], [10.21613, 6.73395, -10.46730], [10.39341, 4.93120, -10.27215], [11.66725, 5.91490, -11.02342], [11.61881, 4.64320, -7.69777], [13.27572, -4.21133, -9.21595], [11.86498, -3.67016, -9.45852], [11.34383, -4.08463, -10.90274], [11.00887, -3.96264, -8.38120], [14.08349, -3.79493, -9.81781], [13.14398, -5.29257, -9.25656], [13.57905, -3.79382, -8.25586], [11.83604, -2.58151, -9.41285], [11.66305, -5.12029, -11.01946], [11.61599, -3.39949, -11.70562], [10.26032, -3.99778, -10.82174], [11.46829, -4.31315, -7.61461], [12.54778, 0.48054, -7.70056], [11.96488, 1.16920, -6.51194], [10.44146, 1.21335, -6.38362], [12.42089, 0.59716, -5.31935], [12.39313, -0.56640, -7.96153], [13.61225, 0.53778, -7.47313], [12.40509, 1.18154, -8.52296], [12.26845, 2.21535, -6.47294], [10.05878, 0.27795, -6.79189], [10.13625, 2.16208, -6.82505], [9.99137, 1.32402, -5.39708], [11.87426, 0.98072, -4.62967]],
  "lowdin_spin": [0.05, 0.06, 0.00, 0.00, 0.00, 0.04, 0.63, 0.10, 0.02, 0.04, 0.02, 0.00, 0.01, 0.00, 0.00, 0.00, 0.00, 0.00, 0.00, 0.00, 0.00, 0.00, 0.00, 0.00, 0.00, 0.00, 0.00, 0.00, 0.00, 0.02, 0.00, 0.00, 0.00, 0.00, 0.00, 0.00, 0.00, 0.00, 0.00, 0.00, 0.00, 0.00, 0.00, 0.00, 0.00, 0.00, 0.00, 0.00, 0.00, 0.00, 0.00, 0.00, 0.00, 0.00, 0.00, 0.00, 0.00, 0.00, 0.00, 0.00, 0.00, 0.00, 0.00, 0.00, 0.00, 0.00]
}

---

No. 4
{
  "formula": "C6H8N2",
  "method": "ωB97M-V with the def2-TZVPD basis set",
  "e_above_lowest_kcal_mol": 12.1,
  "gap_ha": 0.4534,
  "e_lumo_ha": 0.01890,
  "homo_energy_ev": -11.822,
  "species": ["C", "C", "C", "C", "N", "C", "C", "N", "H", "H", "H", "H", "H", "H", "H", "H"],
  "positions_angstrom": [[2.05204, 0.39929, 0.64766], [0.62770, -0.18699, 0.65391], [-0.19540, 0.18966, -0.60589], [-0.04598, -0.83835, -1.63750], [0.09875, -1.63967, -2.44905], [-1.68250, 0.46316, -0.31404], [-2.31384, -0.58848, 0.48091], [-2.81682, -1.41451, 1.10267], [2.31462, 0.82150, -0.32304], [2.16000, 1.19851, 1.37944], [2.79576, -0.36351, 0.86713], [0.70433, -1.27092, 0.69546], [0.08895, 0.14622, 1.53822], [0.21923, 1.11010, -1.02194], [-1.77425, 1.40096, 0.23476], [-2.23258, 0.57302, -1.24869]],
  "nbo_charge": [-0.61, -0.39, -0.30, 0.27, -0.30, -0.49, 0.27, -0.30, 0.21, 0.21, 0.22, 0.23, 0.22, 0.25, 0.25, 0.26]
}

---

No. 5
{
  "formula": "C2H5NO4",
  "method": "ωB97M-V with the def2-TZVPD basis set",
  "e_above_lowest_kcal_mol": 99.1,
  "gap_ha": 0.3426,
  "e_lumo_ha": -0.01982,
  "homo_energy_ev": -9.861,
  "species": ["O", "C", "O", "O", "H", "H", "C", "N", "O", "H", "H", "H"],
  "positions_angstrom": [[-0.32973, 0.60105, 1.46559], [-0.94325, -0.46305, 1.41074], [-1.85322, -0.66323, 2.35256], [-0.90768, -1.37338, 0.52700], [-1.77010, 0.03961, 3.04170], [-0.33882, -1.31839, -0.19994], [1.30134, 0.71811, -1.14292], [0.38742, -0.22699, -1.70875], [-0.15672, 0.00889, -2.79255], [1.63785, 1.50763, -1.86333], [0.75679, 1.11272, -0.42373], [2.21612, 0.05703, -0.66637]],
  "nbo_charge": [-0.70, 0.99, -0.68, -0.66, 0.51, 0.52, -0.50, 0.09, -0.26, 0.21, 0.26, 0.23]
}

---

No. 6
{
  "formula": "C3H9NO3",
  "method": "ωB97M-V with the def2-TZVPD basis set",
  "e_above_lowest_kcal_mol": 49.5,
  "gap_ha": 0.3874,
  "e_lumo_ha": 0.02610,
  "homo_energy_ev": -9.830,
  "species": ["O", "C", "N", "C", "C", "O", "H", "H", "H", "H", "H", "H", "H", "O", "H", "H"],
  "positions_angstrom": [[-1.53087, -0.83418, -0.03014], [-0.48150, -0.45668, -0.52340], [0.14397, 0.72613, -0.67644], [1.54686, 0.62883, -1.23823], [2.45419, -0.05715, -0.10544], [1.65001, -0.81099, 0.76077], [0.06234, -1.32338, -0.99069], [-0.47789, 1.53713, -0.71180], [1.48414, -0.04108, -2.13670], [1.84784, 1.64339, -1.64095], [3.31590, -0.66287, -0.43509], [2.97902, 0.85194, 0.34113], [1.33042, -0.13386, 1.43345], [-3.32645, 0.65943, 1.44034], [-4.15950, 0.26700, 1.66259], [-2.84887, -0.02525, 1.04787]],
  "nbo_charge": [-0.64, 0.56, -0.66, -0.25, -0.09, -0.70, 0.10, 0.42, 0.20, 0.22, 0.20, 0.16, 0.48, -0.96, 0.46, 0.49]
}

---

| no. | maximum force (eV/A) |
| --- | --- |
| 1 | 0.57 |
| 2 | 0.76 |
| 3 | 3.08 |
| 4 | 0.43 |
| 5 | 6.49 |
| 6 | 3.63 |